Entry 1:
25
Properties=species:S:1:pos:R:3:mulliken_charge:R:1 method="wB97M-V/def2-TZVPD" lumo_ev=0.82 charge=0 homo_lumo_gap_ha=0.344 fmax_ha_per_bohr=0.044 homo_energy_ev=-8.538
O 2.23 -0.27 0.46 -0.436
N 0.28 -1.21 -2.18 -0.637
N 1.79 -1.34 -0.40 0.026
C -2.38 0.28 -0.28 -1.425
C -0.45 1.90 -0.13 -1.639
C -1.90 1.49 1.89 -1.629
C 1.48 -1.02 -2.05 -0.044
C 2.62 -2.50 -0.08 -0.992
C -1.29 0.87 0.63 1.358
H -2.48 0.76 2.45 0.391
H 0.62 -1.52 -0.57 0.383
H -1.07 2.75 -0.44 0.429
H 3.66 -2.28 -0.33 0.318
H -2.97 -0.46 0.25 0.365
H -1.93 -0.19 -1.16 0.349
H 2.26 -3.34 -0.68 0.391
H -3.06 1.07 -0.62 0.367
H 1.64 0.47 0.25 0.333
H -0.02 1.47 -1.04 0.352
H 0.35 2.31 0.49 0.382
H -2.57 2.32 1.63 0.357
H 2.54 -2.74 0.98 0.313
H 2.40 -0.77 -2.56 0.307
H -1.12 1.89 2.55 0.380
H -0.64 0.05 0.94 0.001



Entry 2:
25
Properties=species:S:1:pos:R:3:mulliken_charge:R:1 method="wB97M-V/def2-TZVPD" lumo_ev=0.97 charge=0 homo_lumo_gap_ha=0.339 fmax_ha_per_bohr=0.016 homo_energy_ev=-8.260
O 1.17 -1.11 -0.84 -0.499
N -0.46 -1.14 0.70 0.132
N -1.38 -1.76 1.52 -0.764
C 2.26 1.20 1.06 -0.754
C 1.19 1.70 1.65 -0.293
C 0.23 -1.79 -0.15 0.741
C 0.13 -3.24 -0.51 -1.287
C -0.44 1.98 -1.72 -0.738
C -1.49 1.79 -0.64 -0.521
H -1.76 -2.63 1.15 0.211
H -2.45 1.52 -1.08 0.338
H -0.31 1.06 -2.29 0.225
H 0.80 2.68 1.41 0.258
H 2.81 1.75 0.31 0.308
H 0.51 2.26 -1.29 0.136
H -1.19 0.99 0.04 -0.058
H 0.72 -3.42 -1.41 0.320
H 0.65 1.15 2.40 0.204
H 1.19 -0.20 -0.52 0.199
H 2.65 0.23 1.32 0.299
H -2.10 -1.10 1.76 0.223
H 0.52 -3.86 0.30 0.305
H -0.75 2.76 -2.42 0.348
H -1.62 2.70 -0.07 0.296
H -0.90 -3.52 -0.70 0.370



Entry 3:
25
Properties=species:S:1:pos:R:3:mulliken_charge:R:1 method="wB97M-V/def2-TZVPD" lumo_ev="0.69 / 0.69" charge=0 homo_lumo_gap_ha="0.257 / 0.257" fmax_ha_per_bohr=0.066 homo_energy_ev="-6.310 / -6.316"
O -2.56 1.36 0.67 -0.511
N 1.75 0.35 0.26 -0.117
N -0.35 0.44 -0.49 -0.369
C -2.31 0.11 0.16 0.072
C 2.87 -0.32 -0.36 -1.031
C -2.93 -0.21 -1.18 -1.228
C -0.16 -0.31 0.61 0.459
C 0.02 -1.81 0.61 -1.349
C 2.03 1.71 0.61 -1.073
H -4.03 -0.21 -1.09 0.366
H 2.81 1.78 1.39 0.308
H 3.74 -0.37 0.31 0.290
H -2.66 0.53 -1.93 0.333
H -2.54 -0.63 0.92 0.400
H 0.42 -2.15 -0.35 0.307
H 3.21 0.17 -1.28 0.285
H -0.94 -2.32 0.77 0.388
H -0.19 -0.13 -1.32 0.235
H -2.62 -1.20 -1.52 0.306
H 0.70 -2.11 1.40 0.330
H 2.39 2.31 -0.24 0.292
H 1.13 2.19 1.01 0.253
H 2.62 -1.36 -0.62 0.282
H -2.10 2.00 0.10 0.410
H -0.31 0.18 1.56 0.362



Entry 4:
25
Properties=species:S:1:pos:R:3:mulliken_charge:R:1 method="wB97M-V/def2-TZVPD" lumo_ev=-7.49 charge=+2 homo_lumo_gap_ha=0.371 fmax_ha_per_bohr=0.104 homo_energy_ev=-17.585
O 2.21 -0.55 -1.22 -0.530
N 2.61 -0.97 1.13 -0.160
N -1.63 1.57 0.08 -0.062
C 1.37 1.75 0.30 -1.580
C 1.57 -0.69 -0.06 -0.136
C -3.00 -1.01 -0.41 -1.585
C -1.47 -0.95 -0.38 -0.496
C 0.62 0.50 0.33 0.418
C -0.80 0.36 0.09 0.048
H -3.18 -1.84 -1.16 0.345
H 2.24 -1.41 -1.80 0.424
H -2.54 1.37 0.44 0.429
H -3.44 -0.19 -0.88 0.532
H 3.49 -0.92 0.64 0.346
H 2.37 1.76 0.97 0.274
H 1.67 1.96 -0.64 0.434
H -1.08 -0.99 -1.49 0.333
H -1.16 2.30 0.50 0.311
H -1.16 -1.78 0.15 0.411
H -1.81 1.90 -0.94 0.427
H 0.97 -1.73 -0.05 0.367
H 0.85 2.69 0.54 0.381
H 2.52 -0.17 1.74 0.332
H 2.31 -1.88 1.48 0.368
H -3.50 -1.07 0.65 0.367



Entry 5:
25
Properties=species:S:1:pos:R:3:mulliken_charge:R:1 method="wB97M-V/def2-TZVPD" lumo_ev=-3.56 charge=+1 homo_lumo_gap_ha=0.375 fmax_ha_per_bohr=0.023 homo_energy_ev=-13.769
N 0.37 -0.30 -1.14 -0.268
N 1.35 -0.78 1.28 0.102
N 0.69 0.92 -1.86 -0.598
C -0.67 0.49 -1.76 -0.225
C -0.11 -2.69 1.45 -1.099
C -1.66 1.21 -0.89 -0.279
C 0.98 -1.82 1.90 0.440
C -2.25 2.41 -1.62 -1.264
C 2.41 0.10 1.68 -0.877
H -2.46 0.51 -0.63 0.296
H 0.25 -3.71 1.35 0.340
H 2.78 -0.15 2.67 0.336
H -1.18 1.53 0.04 0.240
H 3.23 0.04 0.96 0.339
H -3.01 2.88 -1.01 0.371
H -0.55 -2.35 0.52 0.187
H -1.08 0.10 -2.69 0.440
H 0.65 -1.09 -1.71 0.229
H 2.04 1.13 1.68 0.309
H 0.88 -0.54 0.32 0.301
H -0.88 -2.73 2.23 0.330
H 1.47 -2.08 2.83 0.390
H -1.47 3.15 -1.83 0.324
H 0.92 1.67 -1.21 0.293
H -2.70 2.10 -2.56 0.344



Entry 6:
26
Properties=species:S:1:pos:R:3:mulliken_charge:R:1 method="wB97M-V/def2-TZVPD" lumo_ev="-11.04 / -11.03" charge=+2 homo_lumo_gap_ha="0.257 / 0.267" fmax_ha_per_bohr=0.115 homo_energy_ev="-18.020 / -18.287"
N 0.44 -0.52 0.31 0.197
N -2.77 0.40 -0.62 0.470
N -2.62 1.72 -0.95 -0.452
N -0.45 0.28 -0.07 -0.105
C 2.24 -0.52 1.80 -1.675
C 1.77 -0.23 0.34 0.963
C 2.73 -1.10 -0.58 -1.397
C -1.64 -0.24 -0.25 -0.067
C 2.16 1.24 -0.02 -1.342
C -4.04 -0.23 -0.77 -0.747
H -4.69 0.21 -1.65 0.326
H 2.59 -2.17 -0.47 0.422
H -1.80 2.23 -0.47 0.312
H -4.21 -1.27 -0.99 0.382
H -4.62 -0.17 0.20 0.388
H -1.84 -1.32 0.12 0.241
H 2.36 1.76 1.04 0.354
H 1.54 1.77 -0.62 0.407
H 1.59 -0.07 2.51 0.485
H 3.78 -0.82 -0.27 0.420
H 3.21 1.27 -0.40 0.383
H 1.92 -1.53 1.96 0.493
H 3.32 -0.36 2.04 0.406
H 2.43 -0.82 -1.62 0.392
H -0.01 -1.77 0.56 0.482
H -3.39 2.28 -1.13 0.264



Entry 7:
27
Properties=species:S:1:pos:R:3:mulliken_charge:R:1 method="wB97M-V/def2-TZVPD" lumo_ev=-3.14 charge=+1 homo_lumo_gap_ha=0.369 fmax_ha_per_bohr=0.092 homo_energy_ev=-13.188
N -1.44 -1.71 -1.81 -0.646
N 0.92 0.43 0.40 -0.358
N -0.61 -1.37 2.00 -0.159
N 0.71 -2.68 -2.15 -0.463
N -0.10 -2.33 -0.07 -0.171
C 1.82 2.46 -0.55 -1.321
C -1.21 -0.28 2.76 -0.665
C 0.82 1.43 -0.38 0.684
C -0.55 1.68 -1.15 -0.853
C -0.32 -2.20 -1.44 0.617
C -0.73 -1.43 0.73 -0.688
H -1.16 0.59 2.02 0.187
H -0.62 0.11 3.57 0.349
H -1.17 2.37 -0.57 0.289
H -1.35 -1.35 -2.75 0.215
H 1.37 3.41 -0.54 0.370
H 2.42 2.35 -1.50 0.289
H -1.08 0.71 -1.16 0.139
H -0.09 2.14 -2.08 0.368
H 1.69 0.52 1.06 0.190
H 0.37 -1.75 2.33 0.323
H -1.31 -0.73 0.25 0.889
H 1.62 -2.76 -1.76 0.208
H 0.56 -2.48 -3.14 0.239
H -2.25 -0.43 3.10 0.280
H 0.56 -3.12 0.26 0.306
H 2.61 2.41 0.27 0.382



Entry 8:
24
Properties=species:S:1:pos:R:3:mulliken_charge:R:1 method="wB97M-V/def2-TZVPD" lumo_ev=-3.77 charge=+1 homo_lumo_gap_ha=0.416 fmax_ha_per_bohr=0.046 homo_energy_ev=-15.090
O 0.08 3.33 -0.36 -0.501
N -0.99 1.31 -1.67 -0.226
C -0.59 2.59 0.36 0.068
C -1.45 1.49 -0.26 -0.303
C 1.01 -2.37 -1.14 -1.560
C 0.49 -1.21 -0.29 0.133
C 0.84 -1.35 1.20 -0.608
C 0.48 -0.11 2.05 -1.130
H 0.32 -2.22 1.59 0.374
H -0.62 0.05 2.14 0.300
H -1.35 0.51 0.26 0.054
H 1.90 -1.52 1.28 0.382
H -0.30 0.54 -1.72 0.186
H 0.92 -0.26 -0.69 0.119
H -2.50 1.85 -0.24 0.386
H 0.94 0.80 1.65 0.239
H -0.53 2.17 -1.96 0.399
H -0.57 2.67 1.46 0.464
H 0.89 -0.25 3.09 0.379
H 0.69 -2.28 -2.17 0.391
H 0.66 -3.34 -0.74 0.347
H -1.77 1.12 -2.31 0.378
H -0.62 -1.14 -0.41 0.364
H 2.11 -2.39 -1.13 0.365



Entry 9:
24
Properties=species:S:1:pos:R:3:mulliken_charge:R:1 method="wB97M-V/def2-TZVPD" lumo_ev=-3.12 charge=+1 homo_lumo_gap_ha=0.349 fmax_ha_per_bohr=0.047 homo_energy_ev=-12.606
O -2.35 2.62 0.57 -0.674
N 0.34 2.29 -0.25 -0.263
C -0.89 -2.22 -0.21 -0.130
C -0.02 0.03 0.53 -0.798
C 0.07 -1.43 0.22 -0.313
C 2.33 0.82 -0.03 -1.136
C -0.62 -3.70 -0.39 -1.196
C 0.86 0.87 -0.44 0.114
H 0.57 0.56 -1.44 0.429
H 2.64 1.59 0.66 0.374
H 0.42 0.19 1.51 0.418
H 0.68 2.98 -0.91 0.371
H -0.70 2.38 -0.17 0.290
H 2.91 0.66 -0.94 0.337
H -1.45 -4.30 -0.80 0.345
H -1.05 0.34 0.42 0.255
H -1.90 -1.90 -0.47 0.352
H 0.66 2.61 0.67 0.392
H -0.39 -4.10 0.60 0.314
H 1.02 -1.88 0.47 0.307
H -2.66 3.51 0.82 0.292
H 0.22 -3.94 -1.05 0.306
H -3.14 2.19 0.21 0.321
H 2.45 -0.17 0.43 0.295



Entry 10:
24
Properties=species:S:1:pos:R:3:mulliken_charge:R:1 method="wB97M-V/def2-TZVPD" lumo_ev=-3.13 charge=+1 homo_lumo_gap_ha=0.349 fmax_ha_per_bohr=0.043 homo_energy_ev=-12.616
O 2.62 0.68 -2.42 -0.649
N -0.23 0.95 -1.75 -0.124
C -0.27 1.39 -0.25 -0.742
C 0.54 0.38 0.60 -0.795
C -0.28 -0.87 0.74 0.786
C -1.12 -1.11 1.74 -0.264
C -1.56 -0.03 2.68 -1.170
C 0.04 -1.99 -0.26 -1.518
H -0.41 -1.87 -1.26 0.290
H 0.75 0.98 1.50 0.365
H 0.08 2.41 -0.40 0.371
H 1.08 -2.16 -0.58 0.329
H 2.68 0.02 -3.15 0.315
H 3.47 1.10 -2.43 0.294
H -1.75 -1.99 1.81 0.360
H -0.81 -0.04 3.49 0.291
H -0.66 0.03 -1.82 0.260
H -2.54 -0.02 3.17 0.385
H -0.36 -2.91 0.14 0.379
H 1.57 0.18 0.30 0.429
H 0.75 0.95 -2.03 0.263
H -0.72 1.65 -2.27 0.399
H -1.28 1.30 0.11 0.476
H -1.55 0.99 2.31 0.270



Computed values of relative energy (zero: lowest compared OMol25 entry of this formula, charge and spin) (unit: kJ/mol) for the preceding records, in sequence: 491.8; 255.1; 634.7; 294.4; 94.3; 709.7; 160.0; 137.7; 97.5; 123.5.
Computed values of electronic energy (unit: Ha) for the preceding records, in sequence: -422.799392; -422.889570; -422.744984; -422.247268; -402.179856; -456.377446; -511.721105; -367.930010; -367.945315; -367.935410.